(1)
ORCA calculation (the ωB97M-V functional and the def2-TZVPD basis) on one molecule with the formula C5H3N3O5 in a non-equilibrium geometry.

Values from the calculation:
HOMO level (Eh): -0.3911
Multiplicity: 1
Strongest force on any atom (hartree/bohr): 0.0407
Energy above the lowest of the compared OMol25 structures with the same formula, charge and spin (kcal/mol): 149.4
SMILES: C=CN(C(=O)C#[N+][O-])C(=O)[N+](=O)[O-]
Kohn-Sham gap (eV): 9.7
Calculated total energy (eV): -19934.538

Last column: Löwdin charge in e.
Atoms and positions in Å:
O  1.5193  -2.1558  1.0671  0.11
O  -1.3724  -1.7577  0.1354  0.19
O  -0.6062  2.2272  -0.6745  0.15
O  -4.5892  1.1728  0.5694  0.11
O  1.2335  -2.6565  -1.0184  0.14
N  -3.4675  1.0851  0.2617  -0.08
N  0.9525  -2.0923  0.0058  -0.35
N  -0.0492  0.0698  -0.2615  0.07
C  2.1651  0.6324  0.4980  0.09
C  1.3002  0.5256  -0.4883  -0.14
C  -0.9931  1.1313  -0.3577  -0.36
C  -0.3071  -1.2452  -0.0261  -0.35
C  -2.3584  0.8870  -0.0284  0.13
H  3.1608  0.9932  0.3150  0.08
H  1.4986  0.8190  -1.5069  0.13
H  1.9130  0.3641  1.5094  0.08

Force components x, y, z for each atom (eV/Å):
O 0.057 -0.190 0.256
O 0.497 -0.006 0.014
O -0.094 -0.249 0.004
O -1.533 0.265 0.372
O 0.096 -0.057 -0.262
N 1.971 -0.527 -0.462
N -0.184 0.009 0.090
N 0.541 0.591 -0.036
C -0.059 0.048 -0.086
C 0.220 0.206 -0.076
C 0.516 0.154 -0.067
C -1.377 -0.005 0.073
C -0.864 -0.228 0.205
H 0.199 0.028 -0.120
H 0.095 0.007 -0.063
H -0.083 -0.047 0.158

(2)
ORCA calculation (the ωB97M-V functional and the def2-TZVPD basis) on one molecule with the formula C4H4N2O in a non-equilibrium geometry.

Values from the calculation:
HOMO level (Eh): -0.3394
Multiplicity: 1
Strongest force on any atom (hartree/bohr): 0.1382
Energy above the lowest of the compared OMol25 structures with the same formula, charge and spin (kcal/mol): 110.0
SMILES: O/C=C1/C=CN=N1
Kohn-Sham gap (eV): 8.3
Calculated total energy (eV): -9235.717

Last column: Löwdin charge in e.
Atoms and positions in Å:
O  -2.6098  -0.4580  -0.1711  -0.06
N  1.5209  -1.1811  -0.1495  -0.06
N  0.2503  -1.4335  0.2301  0.07
C  -1.4527  0.3065  0.0825  -0.01
C  1.9853  0.0426  -0.0907  -0.17
C  -0.0960  -0.1173  0.3443  -0.40
C  0.8427  0.9206  0.0687  0.01
H  -2.3582  -1.5691  0.1035  0.25
H  3.1137  0.2279  -0.3786  0.14
H  0.7332  1.9437  0.2188  0.08
H  -1.9293  1.3177  -0.2581  0.17

Force components x, y, z for each atom (eV/Å):
O 4.219 -4.104 2.414
N 0.887 -5.221 0.668
N 2.721 3.238 -1.109
C -2.612 -0.726 -1.474
C 0.036 3.443 -1.347
C -6.492 2.824 -0.629
C 2.920 -4.217 0.935
H -0.922 4.774 -1.299
H -2.685 -0.257 0.729
H -0.209 1.465 -0.038
H 2.136 -1.219 1.149

(3)
ORCA calculation (the ωB97M-V functional and the def2-TZVPD basis) on C37H57ClHoN7O3 as an isolated structure in a non-equilibrium geometry.

Values from the calculation:
HOMO level (alpha / beta) (Eh): -0.4584 / -0.4588
Multiplicity: 5
Total charge: +2
Strongest force on any atom (hartree/bohr): 0.0404
Kohn-Sham gap (alpha / beta) (eV): 7.8 / 7.8
Calculated total energy (eV): -94178.836

Last column: Löwdin charge in e.
Atoms and positions in Å:
Ho  0.8462  0.4628  -1.4845  1.60
Cl  2.0887  -4.9991  3.2806  0.69
O  1.5865  0.1755  0.5334  -0.21
O  -5.6491  -1.1886  1.3467  -0.02
O  2.1783  0.1956  -2.9598  -0.33
N  -3.4951  -0.8854  -0.9424  0.20
N  1.3766  -0.0777  2.8100  -0.08
N  1.6106  4.8381  -0.7082  -0.11
N  -3.4784  0.2709  -0.2495  -0.10
N  -1.5177  0.1853  -1.2207  -0.05
N  3.3966  -0.4224  1.6793  -0.08
N  0.9765  2.8529  -1.4204  -0.08
C  -3.3737  -0.9722  2.3233  -0.11
C  1.7357  -0.7268  -5.1035  -0.15
C  -6.7316  1.1324  2.5671  -0.03
C  4.2666  0.1463  -5.8840  -0.03
C  4.0842  -0.7006  0.4240  -0.03
C  3.8913  0.3504  -4.5888  -0.17
C  0.1498  -3.7206  1.8923  -0.12
C  -0.4091  -4.2913  4.1356  -0.10
C  -2.0566  -3.1002  2.7424  -0.19
C  4.9263  0.7437  -3.6056  -0.35
C  1.6005  -0.9518  3.9923  0.00
C  2.1102  -0.1355  1.6773  -0.44
C  0.5089  -4.2947  3.1089  -0.69
C  -5.8157  -0.4811  4.1899  -0.02
C  -4.7177  -0.2610  1.9210  -0.39
C  -5.3885  0.5235  3.0885  -0.51
C  -2.2970  0.8835  -0.3904  -0.12
C  4.2772  -0.3838  2.8977  0.02
C  0.3359  -1.1574  -4.7611  -0.37
C  -0.0180  0.3546  2.7313  -0.03
C  0.7094  3.7755  -2.4022  -0.11
C  4.5715  1.9736  -2.7808  -0.06
C  -0.5891  0.0401  -4.5863  -0.05
C  -3.4317  -2.4851  2.4897  -0.11
C  2.2486  -0.9926  -6.3643  -0.04
C  -1.6758  -3.7151  3.9472  -0.01
C  2.6035  -0.0402  -4.2251  -0.24
C  -1.0908  -3.1262  1.7077  -0.04
C  5.2894  -0.4610  -2.6838  -0.04
C  0.3029  -2.2295  -3.6520  -0.04
C  -2.3151  -0.8715  -1.5276  -0.19
C  -4.4733  1.6189  3.6548  -0.03
C  1.0759  5.0102  -1.9706  -0.01
C  1.5228  3.5347  -0.4117  -0.14
C  3.4680  -0.5338  -6.7811  -0.06
C  2.2319  5.8794  0.0862  0.01
C  -4.5279  0.6611  0.6657  -0.03
H  4.6443  2.8719  -3.3681  0.08
H  -4.0841  -2.7737  3.3338  0.12
H  3.6252  1.9779  -2.2821  0.03
H  -2.6893  -0.7254  1.5493  0.06
H  3.6292  -1.5615  -0.1008  0.11
H  -0.3995  0.4501  3.7131  0.08
H  5.9992  -0.2311  -1.8572  0.09
H  -0.1953  1.3622  2.2650  0.11
H  4.3602  -0.8476  -2.2182  0.05
H  -3.8552  -2.8933  1.5813  0.12
H  4.0931  0.1245  -0.2918  0.07
H  -5.0242  2.1779  4.3901  0.08
H  1.7681  -0.3844  4.8902  0.10
H  -0.0792  -4.7494  5.0835  0.12
H  3.8160  0.2597  3.6545  0.10
H  5.2102  0.0449  2.5085  0.10
H  1.5204  6.6673  0.3722  0.11
H  -1.9569  1.7965  0.0695  0.14
H  -0.1912  0.7172  -3.8065  0.03
H  3.1461  6.2331  -0.4216  0.11
H  0.0054  -1.6440  -5.6796  0.14
H  -3.5611  1.2080  4.1441  0.09
H  -7.3363  1.5091  3.4095  0.10
H  2.5816  5.3648  1.0115  0.11
H  0.6261  -1.8294  -2.6703  0.03
H  -6.6186  -1.1690  3.8373  0.10
H  2.3662  -1.7013  3.8212  0.08
H  0.2498  3.5867  -3.3203  0.10
H  0.8049  -3.8193  1.0457  0.10
H  0.9149  5.9957  -2.4248  0.15
H  5.3544  2.1213  -2.0137  0.09
H  5.2348  0.5246  -6.1577  0.12
H  -1.2872  -2.6916  0.7512  0.09
H  -1.6043  -0.2770  -4.3674  0.08
H  -0.6520  -0.3346  2.1515  0.07
H  0.9928  -3.0610  -3.9747  0.13
H  -4.2697  1.6928  0.9175  0.13
H  3.8569  -0.6713  -7.8029  0.13
H  -0.7033  -2.6247  -3.5649  0.07
H  -6.5935  1.9164  1.7939  0.09
H  -5.4298  0.6752  0.0693  0.15
H  1.9183  3.1083  0.4953  0.14
H  -4.1904  2.4164  2.9009  0.10
H  0.6848  -1.4780  4.0930  0.07
H  -2.9312  -0.5193  3.1660  0.09
H  -7.2317  0.3335  2.0435  0.08
H  -6.0886  -1.6687  2.0514  0.09
H  5.7751  -1.2324  -3.2999  0.09
H  4.4549  -1.3736  3.3044  0.10
H  1.6097  -1.5437  -7.0827  0.13
H  -0.6014  0.6523  -5.5095  0.11
H  -4.9233  -1.0427  4.5360  0.09
H  5.8138  0.9698  -4.1933  0.13
H  -6.2602  0.0526  4.9987  0.08
H  -1.9789  -1.6877  -2.1334  0.10
H  5.1012  -0.9019  0.6057  0.08
H  -2.3399  -3.7769  4.7943  0.12

Force components x, y, z for each atom (eV/Å):
Ho 0.479 0.421 0.034
Cl -0.211 0.103 0.076
O -0.566 -0.157 0.271
O 0.391 -0.179 0.291
O -0.522 -0.040 0.647
N 0.802 0.612 -0.397
N -0.095 -0.035 -0.233
N -0.492 -0.052 -0.722
N 1.156 0.296 0.251
N -0.551 -0.079 0.312
N 1.222 -0.371 0.995
N 0.064 -0.520 0.369
C -1.251 0.050 -0.540
C 1.273 0.666 0.221
C 0.839 0.341 -0.190
C 0.308 -0.044 -0.686
C -1.334 -0.070 -0.961
C -0.756 -0.669 0.376
C -0.155 -0.082 -0.150
C 0.292 -0.150 0.553
C 0.651 -0.242 -0.260
C 0.324 0.118 1.339
C 0.214 0.090 -0.981
C -0.320 0.457 -0.133
C -0.279 0.307 -0.570
C 0.839 -0.533 -0.944
C -0.168 -0.296 -0.817
C -0.884 0.209 -0.390
C -0.085 -0.153 -0.205
C -0.507 0.508 -1.033
C 0.375 -0.214 -0.298
C -0.309 0.973 -1.812
C 0.325 0.954 0.995
C 1.621 0.482 0.507
C 0.348 0.292 -0.178
C 0.250 -0.326 0.725
C -1.354 -0.624 -1.024
C 0.284 0.091 -0.173
C -0.667 -0.555 -0.123
C -0.030 -0.235 1.245
C -0.111 -0.080 -0.064
C 0.481 -0.069 -0.865
C -0.356 -1.010 0.033
C 0.591 0.260 -0.619
C -0.143 0.391 0.073
C 0.137 0.190 -0.392
C 1.023 0.339 -0.894
C 0.876 -0.579 1.225
C 0.129 0.729 0.397
H -0.234 0.419 -0.503
H 0.141 0.179 -0.413
H -0.629 -0.291 0.151
H 0.844 -0.244 -0.766
H 0.242 0.274 0.338
H -0.333 -0.108 1.044
H -0.387 0.245 -0.646
H 0.738 -0.758 0.303
H 0.565 -0.053 -0.422
H -0.111 -0.289 -0.143
H -0.309 0.243 0.295
H -0.220 0.125 0.555
H 0.296 0.321 0.271
H -0.618 0.310 -0.447
H 0.308 -0.111 -0.235
H -0.190 -0.071 0.614
H 0.363 -0.226 -0.373
H -0.489 0.135 0.202
H -0.357 0.018 -0.070
H -0.675 0.174 0.150
H -0.239 -0.255 0.128
H -0.554 0.363 -0.351
H 0.239 -0.091 -0.500
H -0.264 0.612 -0.491
H 0.054 -0.363 -0.163
H 0.674 0.283 0.177
H 0.101 0.174 -0.016
H -0.564 -0.675 -1.116
H 0.350 0.110 -0.155
H 0.359 -0.618 0.295
H -0.285 -0.139 -0.109
H 0.313 -0.114 -0.363
H -0.373 0.171 -0.534
H -0.163 0.163 0.191
H 0.355 -0.110 0.343
H -0.660 0.828 0.726
H -0.168 -0.128 0.210
H -0.506 -0.122 0.577
H -0.121 -0.207 0.156
H 0.014 -0.101 0.683
H -0.355 -0.064 0.218
H -0.055 -0.010 0.057
H -0.134 -1.067 0.607
H -0.834 -0.720 0.338
H 0.213 0.547 1.348
H -0.600 -0.149 0.088
H -0.056 -0.264 0.144
H -0.379 0.016 0.293
H 0.063 -0.101 -0.032
H 0.437 0.336 0.468
H 0.003 -0.346 0.489
H -0.693 0.144 0.070
H 0.168 0.187 0.137
H -0.137 0.411 0.751
H -0.058 -0.144 -0.280
H 1.113 -0.504 0.439
H -0.353 0.138 -0.009

(4)
ORCA calculation (the ωB97M-V functional and the def2-TZVPD basis) on a 12-piece molecular cluster, C5H35NO11 overall in a non-equilibrium geometry.

Values from the calculation:
HOMO level (Eh): -0.3537
Multiplicity: 1
Strongest force on any atom (hartree/bohr): 0.2092
Energy above the lowest of the compared OMol25 structures with the same formula, charge and spin (kcal/mol): 156.0
SMILES: CC[C@@H](C)CN.O.O.O.O.O.O.O.O.O.O.O
Kohn-Sham gap (eV): 9.6
Calculated total energy (eV): -29759.784

Last column: Löwdin charge in e.
Atoms and positions in Å:
O  4.6453  -2.2396  0.5135  -0.05
O  1.5310  0.0058  3.5638  0.06
O  -1.8623  -1.8702  3.1592  -0.02
O  -3.6192  1.2091  2.5043  -0.13
O  0.5935  2.4601  2.8789  0.00
O  -4.5605  -1.6761  0.3334  -0.07
O  0.6565  3.4590  -2.7366  0.02
O  0.7494  -4.8083  1.5865  -0.07
O  -0.0141  4.5399  0.4936  -0.02
O  2.1129  2.4414  -0.8545  0.04
O  2.8527  -0.5499  -0.4965  -0.09
N  -0.0852  0.2518  0.7045  0.01
C  -1.4471  -1.6672  -3.6321  -0.15
C  -1.5919  -0.9591  -2.3584  -0.24
C  -0.4397  -0.9450  -0.1689  -0.20
C  0.4681  0.6141  -2.1148  -0.09
C  -0.1211  -0.6882  -1.7313  -0.31
H  1.8169  -0.2827  4.3403  -0.02
H  1.4971  0.6711  -2.4587  0.09
H  0.7370  0.0520  1.3058  0.05
H  0.1316  1.1130  0.1998  0.02
H  -1.0493  -1.5523  3.1374  -0.08
H  2.0473  0.6214  3.1780  -0.02
H  1.3326  2.9376  -0.7009  0.02
H  1.7525  -4.6532  1.4799  0.09
H  0.3087  -1.6860  -2.0573  0.14
H  -0.8981  4.9952  0.6513  0.10
H  -0.1233  0.9388  -3.0149  0.11
H  -2.1624  -1.7176  -1.6898  0.12
H  3.6860  -1.8926  0.4885  0.04
H  -1.4202  -1.3419  0.1265  0.07
H  -0.0526  3.8614  1.0737  -0.08
H  -2.3341  -1.6413  -4.3723  0.10
H  0.0327  1.8122  3.0616  -0.06
H  -1.8823  -2.7533  2.6545  0.10
H  -3.8275  -1.1151  0.0804  0.00
H  -3.6343  1.4168  3.4731  0.04
H  2.0399  -1.1303  -0.3366  0.06
H  2.3552  0.2911  -0.6955  0.02
H  2.8285  2.8379  -0.7108  -0.04
H  -0.8356  -1.2327  -4.4331  0.07
H  0.1032  -1.8832  0.1947  0.10
H  0.1710  3.3333  2.7795  0.06
H  1.0099  4.2504  -3.0133  0.02
H  -1.1301  -2.7132  -3.4711  0.09
H  0.5854  -4.0032  1.1261  -0.03
H  5.0565  -1.5990  0.0601  -0.06
H  -4.7017  -2.1799  -0.5224  0.07
H  -1.9627  -0.0646  -2.3713  0.05
H  -2.8517  0.5032  2.5194  0.06
H  1.1905  2.8152  -2.4299  -0.08
H  0.3150  1.4137  -1.2973  0.07

Force components x, y, z for each atom (eV/Å):
O -4.631 -3.122 2.759
O -5.197 -1.719 -3.547
O -6.161 -4.113 -0.997
O 2.605 -1.761 1.576
O 4.258 5.396 -1.660
O -0.272 -1.217 -1.820
O -5.510 0.774 -1.103
O 3.240 0.205 -0.139
O -1.680 4.224 -2.311
O -7.398 -6.667 -1.753
O -2.984 0.149 -0.013
N 0.384 -1.459 0.573
C -1.287 -0.594 -4.029
C 3.027 -5.106 1.864
C 2.248 0.694 1.237
C -1.346 1.747 -0.829
C -3.185 -4.489 1.677
H 2.283 -1.624 5.022
H 0.103 -0.472 0.313
H -0.918 0.191 -0.587
H -0.273 -0.820 0.322
H 6.038 2.076 -0.283
H 2.893 3.206 -1.458
H -0.661 1.501 0.601
H -1.727 -1.337 0.803
H 0.795 1.684 0.203
H 1.714 -0.710 -0.626
H 0.531 0.127 0.787
H 0.779 1.725 -0.812
H 2.588 -0.809 0.178
H -0.360 1.004 -0.772
H 0.016 -3.720 2.773
H 0.278 -0.578 1.856
H -4.237 -4.172 1.204
H 0.192 2.196 1.257
H 0.272 0.477 0.217
H -0.298 -0.104 -1.215
H 1.615 0.846 -0.432
H 1.085 -0.637 0.351
H 8.917 5.628 2.143
H 1.112 0.266 0.844
H 0.346 1.265 -0.338
H 0.012 -1.052 0.583
H 1.812 2.175 -0.682
H -0.180 0.460 -0.277
H -1.491 1.155 -0.675
H 2.536 3.644 -2.672
H 0.003 0.742 1.595
H -3.108 5.015 -0.314
H -2.234 1.770 -0.385
H 3.487 -2.481 0.953
H -0.032 -1.584 -1.963